Entry from the OMol25 dataset: C55H61ClGe2IrNO3S4 as an isolated structure at a distorted geometry (ωB97M-V with the def2-TZVPD basis set).

```
128
Properties=species:S:1:pos:R:3:mulliken_charge:R:1
Ir -2.94 -1.08 0.39 2.080
C 5.38 -3.61 0.91 -1.557
C 4.70 -2.34 1.33 1.012
C 5.00 -1.12 0.73 -0.499
C 4.38 0.05 1.13 0.945
C 4.73 1.36 0.46 -1.723
C 3.43 0.01 2.16 0.069
C 3.11 -1.21 2.77 1.484
C 2.09 -1.28 3.88 -1.776
C 3.74 -2.36 2.34 -0.927
C 2.85 1.29 2.65 -0.680
C 3.60 2.08 3.51 -0.032
C 3.11 3.28 3.99 -1.132
C 1.84 3.70 3.63 -0.145
C 1.06 2.93 2.78 0.030
C 1.58 1.73 2.28 0.211
Ge 0.43 0.67 1.05 -1.009
S -1.23 -0.36 2.11 -0.351
S 1.34 -1.13 -0.02 0.399
Ge 0.11 -0.37 -1.81 -0.735
S -1.79 -1.50 -1.79 -0.515
S -0.19 1.70 -0.88 0.598
C 1.08 -0.46 -3.55 -0.180
C 1.31 0.68 -4.32 -0.593
C 2.00 0.55 -5.52 0.036
C 2.46 -0.69 -5.95 -1.184
C 2.23 -1.81 -5.17 0.116
C 1.54 -1.71 -3.97 -0.472
C 1.31 -2.93 -3.15 0.763
C 2.26 -3.36 -2.22 0.058
C 3.57 -2.65 -2.03 -0.478
C 1.99 -4.51 -1.47 -0.799
C 0.82 -5.23 -1.64 0.383
C 0.54 -6.47 -0.83 -1.724
C -0.08 -4.82 -2.62 -0.580
C 0.15 -3.69 -3.39 0.872
C -0.80 -3.31 -4.50 -1.568
C 0.84 2.03 -3.92 0.011
C 1.73 2.96 -3.38 1.209
C 3.18 2.61 -3.13 -1.766
C 1.27 4.24 -3.07 -0.532
C -0.04 4.61 -3.30 0.966
C -0.52 6.00 -2.98 -1.687
C -0.92 3.67 -3.83 -0.975
C -0.50 2.39 -4.15 1.416
C -1.47 1.40 -4.75 -1.763
C -0.33 3.35 2.44 0.517
C -0.58 4.18 1.34 0.406
C 0.53 4.75 0.50 -0.686
C -1.90 4.52 1.06 -0.839
C -2.96 4.07 1.82 0.331
C -4.38 4.44 1.50 -1.439
C -2.68 3.27 2.93 -0.696
C -1.38 2.91 3.26 0.859
C -1.10 2.14 4.52 -1.313
H 6.09 -3.42 0.10 0.305
H 4.65 -4.34 0.56 0.245
H 5.92 -4.05 1.74 0.474
H 5.74 -1.09 -0.06 0.345
H 5.30 1.18 -0.45 0.462
H 5.32 1.99 1.12 0.369
H 3.82 1.91 0.20 0.117
H 2.03 -0.35 4.44 0.297
H 2.34 -2.09 4.57 0.584
H 1.10 -1.49 3.47 0.081
H 3.50 -3.31 2.82 0.474
H 4.59 1.73 3.80 0.589
H 3.72 3.88 4.65 0.430
H 1.45 4.64 4.00 0.576
H 2.17 1.43 -6.13 0.551
H 2.99 -0.77 -6.89 0.423
H 2.58 -2.79 -5.49 0.570
H 3.67 -1.78 -2.68 0.127
H 4.39 -3.34 -2.25 0.610
H 3.68 -2.33 -0.99 -0.580
H 2.72 -4.83 -0.74 0.287
H 1.34 -6.66 -0.12 0.348
H 0.45 -7.34 -1.49 0.399
H -0.40 -6.37 -0.29 0.316
H -0.98 -5.41 -2.79 0.616
H -1.66 -3.98 -4.51 0.446
H -0.29 -3.38 -5.46 0.364
H -1.15 -2.29 -4.39 0.259
H 3.34 1.54 -3.11 0.132
H 3.51 3.04 -2.18 0.401
H 3.80 3.03 -3.92 0.365
H 1.97 4.96 -2.66 0.355
H 0.27 6.60 -2.53 0.308
H -1.37 5.97 -2.30 0.288
H -0.86 6.50 -3.89 0.474
H -1.95 3.96 -4.01 0.433
H -2.38 1.90 -5.07 0.522
H -1.74 0.64 -4.01 0.155
H -1.02 0.89 -5.60 0.317
H 1.50 4.33 0.77 0.151
H 0.57 5.83 0.64 0.576
H 0.34 4.56 -0.55 -0.360
H -2.09 5.17 0.20 0.351
H -4.41 5.24 0.76 0.368
H -4.91 4.77 2.39 0.396
H -4.91 3.58 1.09 0.233
H -3.50 2.92 3.55 0.433
H -2.03 1.80 4.98 0.418
H -0.57 2.77 5.24 0.336
H -0.47 1.27 4.33 0.167
O -1.57 -3.35 0.77 -0.256
H -0.64 -3.07 0.68 0.088
H -1.71 -3.61 1.69 0.203
O -4.88 -2.12 -0.74 -0.604
H -4.54 -3.04 -0.88 0.447
H -4.95 -1.71 -1.61 0.291
O -3.41 -4.41 -1.19 -0.727
H -3.00 -4.13 -2.02 0.326
H -2.72 -4.27 -0.52 0.340
Cl -3.59 1.08 -0.14 -0.405
N -4.07 -1.96 2.05 -0.473
C -4.83 -1.89 2.91 0.166
C -5.72 -1.83 4.00 0.549
C -7.07 -2.16 3.84 -0.460
C -7.91 -2.13 4.94 -0.583
C -7.41 -1.78 6.19 -0.373
C -6.07 -1.44 6.35 -0.590
C -5.22 -1.47 5.26 -0.458
H -7.45 -2.43 2.86 0.487
H -8.96 -2.37 4.83 0.401
H -8.07 -1.76 7.04 0.406
H -5.70 -1.16 7.32 0.405
H -4.18 -1.21 5.37 0.504
```

Computed properties:
**2S+1**: 6
**HOMO level (alpha / beta)**: -10.36 / -10.36 eV
**Gap between HOMO and LUMO (alpha / beta)**: 0.2812 / 0.1665 Eh
**Charge**: +1

Entry from the OMol25 dataset: C36H33N8O3PbSSi as an isolated structure (ωB97M-V with the def2-TZVPD basis set).

```
83
Properties=species:S:1:pos:R:3:mulliken_charge:R:1
Pb -0.19 0.88 0.13 1.046
N -2.88 -2.21 2.31 0.061
C -2.47 -0.98 1.99 -0.536
N -1.27 -0.52 2.15 -0.499
C -0.29 -1.37 2.68 0.442
N 0.91 -0.97 2.91 -1.040
N 1.15 0.28 2.39 0.449
C 1.85 1.11 3.03 -0.881
C 2.06 2.46 2.44 0.896
C 2.86 3.38 3.08 -0.794
C 2.98 4.66 2.55 -0.205
C 2.29 4.97 1.39 -0.826
C 1.51 3.98 0.80 -0.151
N 1.40 2.75 1.30 0.039
C -0.66 -2.76 3.00 0.992
C 0.26 -3.69 3.48 -0.214
C -0.13 -4.98 3.75 -1.007
C -1.46 -5.36 3.55 -0.420
C -2.39 -4.46 3.08 -0.990
C -1.98 -3.16 2.80 0.207
H -3.83 -2.48 2.13 0.265
H -3.23 -0.32 1.58 0.579
H 2.26 0.90 4.02 0.352
H 3.38 3.10 3.99 0.385
H 3.60 5.40 3.04 0.430
H 2.34 5.95 0.95 0.404
H 0.95 4.18 -0.10 0.445
H 1.28 -3.37 3.65 0.551
H 0.58 -5.70 4.13 0.430
H -1.77 -6.37 3.77 0.418
H -3.42 -4.75 2.92 0.411
O -2.41 -1.98 -4.79 -0.554
C -3.27 -1.28 -4.02 1.721
C -4.47 -0.81 -4.56 -0.894
C -5.38 -0.10 -3.78 -0.660
C -5.10 0.14 -2.45 -0.793
C -3.91 -0.32 -1.92 -0.507
C -2.97 -1.03 -2.68 -0.041
C -1.72 -1.42 -1.96 0.106
O -1.61 -1.21 -0.74 -0.172
N -0.81 -2.02 -2.75 -0.943
N 0.33 -2.48 -2.25 0.705
C 1.32 -2.98 -2.93 -0.415
C 2.36 -3.37 -2.03 0.734
C 3.63 -3.93 -2.16 -1.135
C 4.35 -4.14 -1.00 -0.568
C 3.82 -3.81 0.26 -0.727
C 2.56 -3.26 0.40 -0.270
C 1.86 -3.05 -0.78 0.550
O 0.61 -2.52 -0.87 -0.025
H -2.81 -2.08 -5.67 0.368
H -4.69 -1.01 -5.60 0.290
H -6.30 0.25 -4.23 0.437
H -5.80 0.68 -1.83 0.503
H -3.66 -0.13 -0.89 0.163
H 1.24 -3.04 -4.00 0.574
H 4.03 -4.19 -3.13 0.441
H 5.34 -4.58 -1.06 0.408
H 4.41 -3.99 1.14 0.452
H 2.14 -3.01 1.37 0.355
C -2.65 5.89 -1.79 -1.033
Si -3.70 4.60 -2.63 -0.068
C -5.17 4.11 -1.60 -0.872
C -4.31 5.24 -4.27 -1.169
C -2.51 3.15 -3.00 0.312
C -2.15 2.89 -4.32 0.011
C -1.11 2.02 -4.64 -0.953
C -0.44 1.43 -3.60 -0.682
N -0.78 1.62 -2.32 -0.069
C -1.80 2.44 -2.02 0.428
S -2.21 2.57 -0.29 -0.421
H -3.17 6.85 -1.71 0.383
H -1.73 6.06 -2.37 0.325
H -2.37 5.57 -0.79 0.290
H -5.86 4.95 -1.53 0.390
H -4.88 3.82 -0.59 0.284
H -5.70 3.28 -2.06 0.248
H -4.95 6.11 -4.10 0.330
H -4.91 4.49 -4.79 0.331
H -3.50 5.55 -4.93 0.342
H -2.68 3.39 -5.13 0.398
H -0.83 1.82 -5.66 0.481
H 0.41 0.77 -3.77 0.369
```

Computed properties:
**HOMO level**: -10.09 eV
**Gap between HOMO and LUMO**: 0.2703 Eh
**Charge**: +1

Entry from the OMol25 dataset: a 2-piece molecular cluster, C2H3N2O2 overall at a distorted geometry (ωB97M-V with the def2-TZVPD basis set).

```
9
Properties=species:S:1:pos:R:3:mulliken_charge:R:1
C 2.46 0.57 3.06 0.526
C 1.77 -0.36 2.38 0.078
N 3.12 1.44 3.47 0.568
N 1.13 -1.10 1.76 -0.647
O 3.73 2.32 3.91 -0.527
O -0.59 -0.30 -0.87 -0.422
H -1.49 0.05 -0.67 0.467
H -0.03 0.36 -1.33 0.467
H -0.14 -0.67 -0.05 0.490
```

Computed properties:
**ΔE to the lowest compared entry with this formula, charge and spin**: 439.4 kJ/mol
**HOMO level**: -14.19 eV
**Gap between HOMO and LUMO**: 0.3385 Eh
**Charge**: +1

| no. | DFT total energy (eV) |
| --- | --- |
| 1 | -237391.6740 |
| 2 | -79886.6458 |
| 3 | -9185.7699 |